ORCA calculation (ωB97M-V/def2-TZVPD) on the molecule C4H5NO.

The geometry in ORCA input format:
```
! wB97M-V def2-TZVPD RIJCOSX def2/J DEFGRID3
* xyz 0 1
H 0.646 -1.654 -0.252
O 2.342 0.378 -0.072
H 1.173 2.411 0.051
C 0.988 0.544 -0.044
H 2.564 -0.559 -0.014
C -1.133 -0.582 0.095
H -3.033 0.089 -0.339
C 0.188 -0.689 -0.072
H -1.860 -1.511 0.174
C -2.326 -0.119 0.474
N 0.451 1.692 0.001
*
```

Results
HOMO, eV: -8.48
Strongest force on any atom, eV/Å: 0.47
Energy above the lowest of the compared OMol25 structures with the same formula, charge and spin, kJ/mol: 436.3
Kohn-Sham gap, eV: 8.8
E_LUMO, eV: 0.3

=====

ORCA calculation (ωB97M-V/def2-TZVPD) on a structure of composition C42H46AsF5N6NaO4S2Sb2 in a non-equilibrium geometry.

The geometry in ORCA input format:
```
! wB97M-V def2-TZVPD RIJCOSX def2/J DEFGRID3
* xyz -1 1
H -4.295 -4.334 -1.254
H 6.019 0.402 -2.432
N 1.033 -5.576 1.313
C -4.437 4.093 -2.227
H 1.794 2.382 -3.559
H -5.412 -4.073 -3.445
C 0.209 5.395 0.716
F 0.148 0.236 5.331
H -3.473 -2.325 -0.048
H -3.834 -0.159 4.534
N 0.144 -2.551 -0.432
H 2.600 -1.826 -2.479
H -4.837 4.468 -3.160
C -4.075 4.974 -1.218
N -0.017 2.693 0.000
H -6.184 0.295 0.204
H 1.559 -5.837 2.129
C -4.257 2.729 -2.059
H 6.607 -0.688 -4.553
C 0.492 4.968 -0.580
C -5.677 0.183 1.157
F 0.835 0.444 2.459
H -0.399 -4.540 -0.273
O 2.542 11.000 -0.398
C -3.552 4.493 -0.027
H -0.226 -0.828 -4.901
H -4.882 0.158 -3.238
C -0.329 -0.138 3.058
H 1.196 1.351 -4.859
C -5.205 -1.941 -3.468
H 2.622 -0.053 -5.951
C -0.177 4.433 1.642
H 4.870 -0.989 -6.307
N 0.256 -3.850 0.059
C -4.119 -0.957 -1.562
C -0.024 -1.267 -3.924
C 1.684 1.345 -3.884
C -3.718 2.246 -0.873
C -4.745 -0.818 -2.793
H -0.757 -2.169 -0.167
H -2.531 0.085 2.456
H 0.214 -2.553 -1.443
C 3.368 0.037 -5.169
O 0.967 9.736 -1.792
H 5.687 -0.767 -0.039
C 0.369 3.624 -0.876
H -0.891 -1.855 -3.614
H 0.849 -1.915 -4.004
C 4.635 -0.485 -5.377
C -0.279 3.111 1.240
H 4.518 1.766 -1.134
C 5.266 0.301 -3.206
H -3.264 5.180 0.758
H -4.198 6.040 -1.364
N 1.178 7.519 0.261
H 5.180 0.411 1.199
H 4.323 -1.815 -2.089
H 3.219 -2.856 -1.165
H -0.578 2.345 1.952
F -0.480 -1.314 2.224
S 2.126 9.708 -0.901
C 3.982 0.796 -2.961
H -0.516 9.352 3.088
H -7.486 0.027 2.294
H -5.686 -1.828 -4.431
C -5.044 -3.202 -2.918
O -1.732 0.026 -0.283
H -2.981 2.739 1.076
C -0.059 8.799 2.273
H 4.864 -1.316 1.440
C -1.370 1.382 -3.317
F -0.653 -1.712 4.778
C -3.958 -2.231 -1.014
H 2.844 2.049 -1.615
C -4.418 -3.349 -1.686
Sb 0.325 0.351 -2.497
C -4.355 -0.070 3.590
H 0.816 5.688 -1.319
C -6.404 0.038 2.326
C 3.649 1.315 -1.611
H -4.512 2.056 -2.864
As -3.316 0.409 -0.441
F 1.424 -1.223 4.371
O 3.205 8.840 -1.324
C -5.741 -0.093 3.541
H -1.278 1.537 -4.391
C 0.357 6.833 1.046
H 0.140 -6.030 1.197
Sb 2.985 -0.313 -0.246
C 1.307 8.826 0.476
C 3.325 -1.897 -1.666
C 5.600 -0.322 -4.395
H -6.312 -0.215 4.453
H 0.575 3.279 -1.883
H -0.386 4.703 2.669
C -3.386 3.130 0.150
C -4.285 0.187 1.207
C 0.172 -0.717 4.370
C 3.030 0.705 -3.992
C 4.921 -0.521 0.697
H -2.237 0.752 -3.125
S 2.284 -3.309 1.739
C 1.153 -4.249 0.993
N 0.752 9.490 1.487
H -1.051 6.930 2.698
H -1.506 2.339 -2.820
Na -0.005 -0.073 0.703
C -0.334 7.454 2.081
C -3.620 0.068 2.420
*
```

Results
HOMO, eV: -5.41
Strongest force on any atom, eV/Å: 1.83
Kohn-Sham gap, eV: 6.5
E_LUMO, eV: 1.1

=====

ORCA calculation (ωB97M-V/def2-TZVPD) on a structure of composition C19H44InN4OS in a non-equilibrium geometry.

The geometry in ORCA input format:
```
! wB97M-V def2-TZVPD RIJCOSX def2/J DEFGRID3
* xyz -1 1
H 2.306 2.012 0.250
H 2.121 2.961 5.389
C -1.152 5.434 -1.534
N -1.145 -1.021 3.314
H -1.627 -2.890 -3.568
H -1.057 1.857 4.019
H 0.613 6.236 -0.135
C 2.142 -3.686 0.378
H 1.415 -1.740 2.815
H -0.380 -4.881 -0.171
H -1.055 2.349 2.203
H -1.714 7.308 -2.606
H -0.375 3.280 -2.849
H -3.488 -2.790 -3.466
C 1.004 -2.579 0.248
H 0.102 -3.650 -2.562
H 2.991 5.382 0.313
H -3.474 -5.084 -2.935
H -2.980 0.366 4.250
H -1.819 5.796 -3.627
C 1.546 -1.112 0.608
H -2.743 -4.668 -1.293
N -3.066 0.441 3.227
In 1.452 1.156 2.781
C 1.900 -5.012 -0.483
H 3.129 -3.238 0.021
C 1.949 -0.967 2.161
H -1.777 -1.770 2.986
C 0.386 -5.261 -0.932
N -1.896 -0.007 1.182
H -2.856 0.266 0.941
H -1.847 -1.020 0.981
H 3.470 2.766 1.427
H 2.803 4.011 -0.851
H 1.809 6.514 -1.470
C -2.064 6.219 -2.596
H 2.224 -5.937 0.111
H 2.368 -0.795 -0.103
C -2.568 -4.615 -2.419
H 2.265 -3.904 1.492
S 2.346 1.611 5.118
C 1.522 3.922 1.068
C -2.539 -3.071 -2.912
H 1.712 4.571 1.993
H 0.412 3.763 0.910
H -3.165 6.134 -2.346
H 0.102 -2.815 0.915
O -1.699 5.142 -0.457
H -1.368 -6.468 -2.395
C 2.354 2.569 1.255
H 0.675 -0.388 0.444
H -1.212 -0.931 4.337
C 0.092 -4.772 -2.421
C 0.377 3.593 -2.040
H -1.224 -5.575 -4.016
C -1.289 -5.445 -2.893
N 0.224 5.057 -1.862
H 0.094 3.007 -1.113
H -2.488 -2.451 -1.951
C 2.202 4.709 -0.181
H 2.550 -4.965 -1.415
H -3.598 -0.377 2.893
C 1.212 5.685 -0.944
C -1.669 0.219 2.648
C -0.810 1.521 2.950
H 0.239 -6.400 -0.941
H 0.637 -2.530 -0.824
H 0.923 -5.188 -3.088
H 1.396 3.293 -2.457
H 3.082 -1.144 2.229
*
```

Results
HOMO, eV: -4.31
Strongest force on any atom, eV/Å: 3.07
Energy above the lowest of the compared OMol25 structures with the same formula, charge and spin, kJ/mol: 278.1
Kohn-Sham gap, eV: 6.9
E_LUMO, eV: 2.6

=====

ORCA calculation (ωB97M-V/def2-TZVPD) on the molecule C18H12F2N2O3S in a non-equilibrium geometry.

The geometry in ORCA input format:
```
! wB97M-V def2-TZVPD RIJCOSX def2/J DEFGRID3
* xyz 0 1
F -3.362 4.637 2.860
N 0.128 -1.897 0.402
C -0.825 2.143 1.958
C -3.440 2.255 2.823
O 0.058 -0.226 -4.494
C -2.735 3.447 2.660
C -0.129 -0.366 -2.186
H -1.626 3.108 -4.558
C -1.393 3.381 2.288
C -0.459 -0.632 0.568
S -0.460 0.574 -0.706
H 0.481 -2.263 -2.999
C -0.407 0.283 -3.473
C 1.676 -3.327 3.503
O 1.002 -3.541 -0.895
H -1.044 -5.325 3.272
C -0.620 -3.736 1.899
H 2.152 -1.722 2.005
C 0.466 -2.429 -0.815
C -1.562 0.935 2.032
C 0.739 -4.339 3.822
H 0.198 2.143 1.626
C -2.883 1.026 2.472
C 0.275 -1.724 -2.075
H -1.482 1.653 -5.497
H 0.025 2.434 -4.899
H -3.414 0.108 2.639
H -4.483 2.270 3.168
O -1.114 1.415 -3.459
H -0.821 4.300 2.072
C -1.043 2.210 -4.662
C 0.319 -2.729 1.522
H -1.504 -3.910 1.265
F 0.965 -5.122 4.906
C 1.459 -2.507 2.368
N -1.031 -0.317 1.714
C -0.380 -4.541 3.029
H 2.602 -3.264 4.084
*
```

Results
HOMO, eV: -8.48
Strongest force on any atom, eV/Å: 4.87
Kohn-Sham gap, eV: 7.3
E_LUMO, eV: -1.1
SMILES string: COC(=O)c1cc(=O)n(-c2ccc(F)cc2)/c(=N/c2ccc(F)cc2)s1